# C37H39BaF3N3OS4Si2

A structure of composition C37H39BaF3N3OS4Si2 in a non-equilibrium geometry (ωB97M-V with the def2-TZVPD basis set, the OMol25 dataset).

- strongest force on any atom (eV/Å) = 3.76
- frontier orbital gap (eV) = 6.6

Geometry as ORCA input:
```
! wB97M-V def2-TZVPD RIJCOSX def2/J DEFGRID3
* xyz -1 1
Ba -0.53 0.90 -1.13
C -1.93 4.28 1.46
Si -1.54 2.77 2.56
C -2.64 3.16 4.11
C 0.24 2.86 3.22
C -1.80 1.17 1.61
C -3.17 1.11 1.08
C -4.29 1.11 1.94
C -5.56 1.08 1.42
C -5.72 1.05 0.04
C -4.58 1.06 -0.74
N -3.35 1.08 -0.24
Si -1.33 -0.43 2.48
C 0.49 -0.94 2.18
C -2.42 -1.85 1.79
C -1.54 -0.50 4.39
H -1.68 5.22 1.95
H -2.98 4.31 1.20
H -1.37 4.25 0.52
H -2.23 4.00 4.67
H -2.70 2.32 4.79
H -3.65 3.43 3.83
H 0.60 3.88 3.24
H 0.91 2.28 2.60
H 0.32 2.48 4.23
H -4.12 1.14 3.00
H -6.42 1.09 2.07
H -6.70 1.03 -0.41
H -4.64 1.05 -1.82
H 0.70 -1.02 1.12
H 0.71 -1.91 2.63
H 1.16 -0.21 2.61
H -2.39 -1.81 0.71
H -3.46 -1.75 2.10
H -2.07 -2.82 2.11
H -0.93 0.26 4.87
H -1.24 -1.46 4.80
H -2.57 -0.32 4.69
S 0.22 3.70 -1.89
C 1.34 3.71 -0.66
N 1.80 2.68 -0.01
C 2.75 3.01 0.90
C 3.48 2.13 1.69
C 4.41 2.63 2.59
C 4.62 4.00 2.72
C 3.92 4.90 1.93
C 3.01 4.40 1.02
S 2.03 5.27 -0.13
H 3.31 1.07 1.60
H 4.97 1.93 3.19
H 5.32 4.37 3.45
H 4.08 5.96 2.03
F 1.40 1.45 -6.22
C 2.60 0.93 -5.93
F 2.72 -0.19 -6.68
F 3.50 1.79 -6.47
C 2.84 0.71 -4.47
C 4.07 1.05 -3.93
C 4.28 0.91 -2.57
C 3.21 0.49 -1.80
N 2.05 0.14 -2.29
C 1.83 0.19 -3.62
S 0.35 -0.41 -4.18
H 4.85 1.45 -4.57
H 5.23 1.17 -2.12
H 3.30 0.43 -0.72
O -0.72 -1.32 -1.38
S 0.34 -2.08 -2.06
C -0.51 -3.29 -3.11
C -1.89 -3.34 -3.16
C -2.51 -4.36 -3.85
C -1.75 -5.33 -4.50
C -0.36 -5.24 -4.48
C 0.26 -4.22 -3.79
C 0.65 -3.44 -0.86
C -0.38 -4.06 -0.16
C -0.09 -5.06 0.75
C 1.23 -5.46 0.95
C 2.25 -4.85 0.24
C 1.96 -3.84 -0.67
H -2.46 -2.58 -2.64
H -3.59 -4.42 -3.88
H -2.23 -6.14 -5.01
H 0.23 -5.98 -5.00
H 1.34 -4.15 -3.76
H -1.39 -3.73 -0.31
H -0.88 -5.54 1.30
H 1.45 -6.23 1.67
H 3.27 -5.16 0.40
H 2.74 -3.35 -1.22
*
```


# C37H39BrInN3O4P2

A structure of composition C37H39BrInN3O4P2 (ωB97M-V with the def2-TZVPD basis set, the OMol25 dataset).

- energy relative to the best compared isomer or geometry (same formula, charge and spin) (eV) = 0.000
- strongest force on any atom (eV/Å) = 0.10
- frontier orbital gap (eV) = 9.0

Geometry as ORCA input:
```
! wB97M-V def2-TZVPD RIJCOSX def2/J DEFGRID3
* xyz 2 1
In -1.25 0.40 -1.04
O 0.52 -0.68 -1.23
P 1.82 -0.31 -0.50
C 1.43 0.47 1.10
P -0.05 -0.16 1.95
O -1.25 -0.14 1.00
C -0.30 0.92 3.33
C -0.19 0.47 4.64
C -0.39 1.35 5.69
C -0.71 2.68 5.43
C -0.84 3.13 4.12
C -0.63 2.25 3.06
C 0.29 -1.82 2.49
C 1.55 -2.18 2.99
C 1.77 -3.48 3.42
C 0.75 -4.42 3.36
C -0.50 -4.06 2.89
C -0.73 -2.76 2.45
C 2.73 -1.81 -0.18
C 2.11 -3.05 -0.35
C 2.81 -4.21 -0.04
C 4.11 -4.13 0.44
C 4.73 -2.89 0.60
C 4.04 -1.73 0.29
C 2.82 0.82 -1.44
C 3.26 0.37 -2.69
C 3.98 1.21 -3.51
C 4.27 2.51 -3.09
C 3.84 2.96 -1.85
C 3.11 2.12 -1.02
H 1.24 1.53 0.94
H 2.30 0.38 1.77
H 0.05 -0.57 4.85
H -0.31 1.01 6.71
H -0.87 3.36 6.25
H -1.09 4.16 3.92
H -0.73 2.60 2.04
H 2.36 -1.46 3.04
H 2.75 -3.76 3.80
H 0.93 -5.43 3.70
H -1.30 -4.79 2.86
H -1.71 -2.47 2.10
H 1.10 -3.10 -0.73
H 2.34 -5.17 -0.18
H 4.65 -5.03 0.67
H 5.74 -2.84 0.96
H 4.53 -0.77 0.39
H 3.04 -0.64 -3.01
H 4.32 0.87 -4.48
H 4.83 3.17 -3.74
H 4.07 3.96 -1.52
H 2.78 2.49 -0.06
Br 0.90 4.80 0.58
C 0.83 4.92 -1.32
C 1.42 6.06 -1.85
C 1.43 6.26 -3.22
C 0.85 5.32 -4.07
C 0.25 4.20 -3.54
C 0.24 3.97 -2.16
C -0.39 2.72 -1.71
O -1.00 1.97 -2.54
O -0.33 2.31 -0.50
H 1.86 6.79 -1.19
H 1.89 7.15 -3.63
H 0.85 5.48 -5.14
H -0.21 3.46 -4.18
C -4.23 -3.11 0.06
N -3.46 -2.36 -0.92
C -2.09 -2.82 -1.14
C -3.91 -1.23 -1.48
N -3.04 -0.27 -1.84
N -5.23 -1.06 -1.67
C -6.12 -2.18 -2.00
C -5.79 0.27 -1.89
H -3.59 -3.32 0.92
H -4.58 -4.07 -0.34
H -5.08 -2.53 0.40
H -2.09 -3.91 -1.15
H -1.42 -2.49 -0.34
H -1.72 -2.47 -2.10
H -3.43 0.38 -2.52
H -5.54 -3.08 -2.18
H -6.66 -1.93 -2.91
H -6.84 -2.36 -1.20
H -5.25 1.01 -1.32
H -6.82 0.26 -1.56
H -5.78 0.54 -2.95
*
```


# C37H39CoN2O2P2S

A structure of composition C37H39CoN2O2P2S (ωB97M-V with the def2-TZVPD basis set, the OMol25 dataset).

- energy relative to the best compared isomer or geometry (same formula, charge and spin) (eV) = 0.000
- strongest force on any atom (eV/Å) = 0.22
- frontier orbital gap (spin up / spin down) (eV) = 7.1 / 7.1

Geometry as ORCA input:
```
! wB97M-V def2-TZVPD RIJCOSX def2/J DEFGRID3
* xyz 0 1
Co -0.99 1.37 -1.28
C -2.25 -5.18 2.78
S -0.88 -4.65 3.83
C 0.17 -3.87 2.58
C -0.40 -2.57 2.02
C 0.52 -1.99 0.95
N -0.07 -0.86 0.22
P 0.04 0.81 0.53
C -0.85 1.17 2.07
C -0.51 2.28 2.83
C -1.28 2.63 3.93
C -2.39 1.87 4.27
C -2.74 0.77 3.50
C -1.98 0.43 2.39
C 1.79 1.08 0.92
C 2.66 1.30 -0.14
C 4.02 1.41 0.08
C 4.53 1.29 1.36
C 3.67 1.04 2.43
C 2.30 0.94 2.21
P -0.81 -0.93 -1.31
C -2.03 -2.27 -1.13
C -1.73 -3.60 -1.38
C -2.66 -4.59 -1.10
C -3.89 -4.25 -0.57
C -4.20 -2.92 -0.32
C -3.27 -1.93 -0.60
C 0.43 -1.61 -2.45
C 1.78 -1.61 -2.13
C 2.72 -2.03 -3.06
C 2.31 -2.44 -4.32
C 0.96 -2.42 -4.65
C 0.02 -2.01 -3.73
H -2.92 -5.77 3.41
H -1.89 -5.81 1.96
H -2.80 -4.33 2.37
H 0.35 -4.59 1.78
H 1.13 -3.69 3.07
H -0.55 -1.86 2.83
H -1.38 -2.76 1.57
H 0.76 -2.76 0.22
H 1.47 -1.67 1.39
H 0.35 2.89 2.57
H -1.01 3.49 4.53
H -2.99 2.14 5.13
H -3.62 0.19 3.75
H -2.27 -0.41 1.77
H 2.26 1.39 -1.14
H 4.69 1.61 -0.75
H 5.59 1.38 1.54
H 4.06 0.93 3.43
H 1.64 0.75 3.05
H -0.76 -3.87 -1.79
H -2.42 -5.63 -1.30
H -4.62 -5.03 -0.35
H -5.17 -2.66 0.09
H -3.51 -0.89 -0.40
H 2.11 -1.28 -1.15
H 3.77 -2.03 -2.80
H 3.04 -2.76 -5.05
H 0.64 -2.73 -5.64
H -1.03 -1.99 -3.99
C 2.16 2.74 -3.44
C 1.99 3.65 -2.26
C 2.97 4.57 -1.89
C 2.78 5.43 -0.82
C 1.58 5.41 -0.13
C 0.57 4.51 -0.45
C -0.77 4.56 0.23
C 0.80 3.59 -1.50
N -0.16 2.67 -1.84
H 3.10 2.95 -3.95
H 1.33 2.86 -4.14
H 2.15 1.68 -3.15
H 3.89 4.60 -2.47
H 3.56 6.13 -0.55
H 1.41 6.11 0.68
H -0.75 5.27 1.06
H -1.09 3.59 0.60
H -1.53 4.88 -0.48
O -3.02 1.47 -2.73
C -3.50 1.47 -1.61
O -2.81 1.35 -0.53
H -4.59 1.57 -1.45
*
```